# 1
DFT (ωB97M-V/def2-TZVPD) results for a structure of composition C21H24N3O4PRuS4.

For the LUMO energy (alpha / beta), the calculation gives 2.25 / 1.74 eV. As for the net charge: -1. As for the gap between HOMO and LUMO (alpha / beta): 6.2 / 6.0 eV. The multiplicity is 2. For the HOMO energy (alpha / beta), the calculation gives -3.9456 / -4.2315 eV. The largest force on an atom comes out at 0.586 eV/Å.

Geometry (Å):
Ru  -0.43  -1.14  0.23
S  -1.24  -3.40  1.11
S  -3.85  -5.32  2.02
S  -3.54  -5.49  0.10
S  -1.89  -4.37  -0.52
O  -3.49  0.60  -2.00
C  -2.48  0.34  -1.36
O  -2.09  -0.82  -1.01
C  -1.60  1.51  -0.89
P  0.09  0.90  -0.60
C  0.87  0.88  -2.25
C  2.20  0.49  -2.37
C  2.79  0.37  -3.61
C  2.06  0.64  -4.76
C  0.73  1.02  -4.65
C  0.13  1.14  -3.40
C  0.84  2.37  0.23
C  0.31  2.79  1.45
C  0.84  3.87  2.13
C  1.93  4.56  1.61
C  2.47  4.15  0.40
C  1.93  3.07  -0.29
H  -1.97  1.84  0.08
H  -1.69  2.36  -1.58
H  2.77  0.24  -1.48
H  3.82  0.02  -3.69
H  2.51  0.52  -5.73
H  0.14  1.20  -5.54
H  -0.91  1.40  -3.34
H  -0.55  2.27  1.87
H  0.40  4.18  3.07
H  2.35  5.40  2.15
H  3.31  4.69  -0.02
H  2.35  2.79  -1.24
N  1.26  -1.60  1.49
C  2.48  -2.08  0.79
C  2.16  -3.18  -0.21
C  1.59  -2.63  -1.53
O  2.18  -2.91  -2.57
O  0.53  -1.92  -1.45
H  1.51  -0.81  2.08
H  0.94  -2.35  2.11
H  3.21  -2.45  1.53
H  2.93  -1.22  0.29
H  1.43  -3.86  0.24
H  3.06  -3.73  -0.44
C  -3.87  -1.31  1.35
C  -2.81  -0.72  2.21
N  -1.53  -0.49  1.94
C  -0.99  0.09  3.07
C  -1.93  0.20  4.04
N  -3.07  -0.31  3.47
H  -3.49  -1.46  0.35
H  -4.73  -0.64  1.31
H  -4.18  -2.28  1.75
H  0.05  0.38  3.10
H  -1.89  0.59  5.04
H  -3.97  -0.40  3.92

Atomic partial charges in e from the Mulliken method, atoms 1 to 2: Ru 0.510; S -0.236


# 2
DFT (ωB97M-V/def2-TZVPD) results for a cluster of 3 separate species, C33H59BClN4O12P in total.

For the LUMO energy, the calculation gives -1.97 eV. As for the gap between HOMO and LUMO: 6.6 eV. Its SMILES is CC(=O)OCCCCCCCCc1c(Cl)c([PH2]=O)c(B(O)O)c2c1C(=O)N(N(C)C(C)=O)C2=O.COCCNCCOC.COCCNCCOC. For the HOMO energy, the calculation gives -8.5692 eV. The largest force on an atom comes out at 9.099 eV/Å.

Geometry (Å):
C  6.55  -2.73  1.83
C  6.74  -1.20  1.28
O  6.96  -0.23  2.18
O  6.72  -0.78  -0.15
C  5.32  -0.46  -0.56
C  4.88  1.01  0.05
C  3.57  1.66  -0.72
C  2.45  2.00  0.45
C  1.17  2.78  -0.20
C  -0.08  1.67  -0.35
C  -1.31  2.01  0.68
C  -2.70  2.31  -0.18
C  -4.00  1.57  0.49
C  -5.38  2.37  0.99
Cl  -5.56  4.22  0.78
C  -6.68  1.60  1.68
P  -8.26  2.58  2.21
O  -9.07  3.03  0.89
C  -6.66  -0.06  1.88
B  -7.88  -0.94  2.55
O  -8.88  -1.67  1.72
O  -7.93  -1.01  4.04
C  -5.30  -0.82  1.37
C  -4.01  -0.06  0.70
C  -2.93  -1.23  0.33
O  -1.59  -1.17  0.27
N  -3.88  -2.43  0.13
N  -4.42  -2.17  -1.12
C  -3.53  -2.75  -2.24
C  -5.76  -2.84  -1.33
C  -7.05  -1.80  -1.57
O  -6.01  -4.15  -1.30
C  -4.85  -2.40  1.32
O  -5.23  -3.37  2.16
H  7.28  -2.85  2.76
H  6.85  -3.57  1.06
H  5.44  -2.91  2.18
H  4.65  -1.34  -0.17
H  5.29  -0.46  -1.75
H  5.82  1.71  -0.03
H  4.56  0.83  1.19
H  3.16  1.00  -1.59
H  3.92  2.68  -1.18
H  2.16  0.98  0.94
H  2.94  2.65  1.32
H  1.41  3.19  -1.28
H  0.88  3.69  0.49
H  0.36  0.57  -0.23
H  -0.43  1.72  -1.49
H  -1.04  3.00  1.27
H  -1.47  1.17  1.51
H  -2.89  3.48  -0.08
H  -2.61  2.08  -1.32
H  -7.94  3.82  2.90
H  -9.20  1.74  2.95
H  -8.88  -2.62  2.10
H  -7.02  -1.33  4.36
H  -3.13  -3.82  -1.89
H  -2.69  -2.02  -2.59
H  -4.20  -2.97  -3.20
H  -6.68  -0.67  -1.52
H  -7.79  -1.91  -0.65
H  -7.56  -1.94  -2.61
C  5.82  2.18  3.60
O  5.89  3.32  4.44
C  4.61  3.74  4.93
C  4.51  3.50  6.44
N  4.45  2.06  6.75
C  4.61  1.76  8.18
C  5.97  2.11  8.82
O  7.06  1.33  8.34
C  7.66  1.83  7.15
H  6.81  2.02  3.15
H  5.57  1.29  4.18
H  5.10  2.32  2.79
H  3.79  3.26  4.39
H  4.54  4.81  4.75
H  3.62  3.99  6.83
H  5.39  3.96  6.91
H  5.19  1.58  6.24
H  4.46  0.68  8.29
H  3.81  2.25  8.74
H  5.89  1.87  9.89
H  6.20  3.18  8.77
H  7.62  2.92  7.09
H  7.20  1.37  6.28
H  8.71  1.52  7.15
C  0.08  -4.23  -9.18
O  0.56  -3.23  -8.29
C  0.34  -1.90  -8.77
C  -0.71  -1.17  -7.91
N  -2.05  -1.74  -8.11
C  -3.04  -1.27  -7.13
C  -2.80  -1.65  -5.66
O  -2.93  -3.05  -5.39
C  -1.74  -3.80  -5.62
H  0.42  -5.20  -8.81
H  -1.02  -4.24  -9.20
H  0.47  -4.08  -10.19
H  0.06  -1.88  -9.84
H  1.29  -1.37  -8.67
H  -0.72  -0.11  -8.17
H  -0.40  -1.27  -6.86
H  -1.99  -2.75  -8.04
H  -4.00  -1.69  -7.44
H  -3.13  -0.18  -7.21
H  -3.60  -1.17  -5.07
H  -1.86  -1.26  -5.26
H  -0.84  -3.22  -5.42
H  -1.73  -4.19  -6.64
H  -1.75  -4.67  -4.95

Atomic partial charges in e from the Mulliken method, atoms 1 to 2: C -0.883; C 0.564


# 3
DFT (ωB97M-V/def2-TZVPD) results for the molecule C3H5NO2.

For the LUMO energy, the calculation gives 0.69 eV. As for the gap between HOMO and LUMO: 10.8 eV. Its SMILES is O=CCNC=O. For the HOMO energy, the calculation gives -10.0802 eV. The largest force on an atom comes out at 0.616 eV/Å.

Geometry (Å):
O  2.05  -0.74  -0.78
C  1.72  -0.33  0.30
C  0.39  0.33  0.53
N  -0.50  -0.04  -0.54
C  -1.85  0.01  -0.47
O  -2.49  0.42  0.48
H  2.42  -0.33  1.16
H  -0.07  0.14  1.51
H  0.68  1.39  0.52
H  -0.04  -0.47  -1.33
H  -2.32  -0.38  -1.39

Atomic partial charges in e from the Mulliken method, atoms 1 to 2: O -0.491; C 0.066


# 4
DFT (ωB97M-V/def2-TZVPD) results for a cluster of 5 separate species, C2H13O4S in total.

For the LUMO energy (alpha / beta), the calculation gives 0.39 / -2.98 eV. As for the gap between HOMO and LUMO (alpha / beta): 10.8 / 7.0 eV. The multiplicity is 2. For the HOMO energy (alpha / beta), the calculation gives -10.3789 / -9.9820 eV. The largest force on an atom comes out at 3.734 eV/Å.

Geometry (Å):
C  -4.21  1.98  -1.15
C  -2.86  1.99  -2.02
S  -1.28  1.60  -1.15
H  -4.95  2.08  -1.91
H  -4.33  1.22  -0.29
H  -4.41  2.95  -0.61
H  -3.10  1.45  -2.95
H  -2.90  2.95  -2.42
H  -1.68  0.98  1.69
H  -0.60  0.05  1.34
O  -1.26  0.20  2.07
H  5.18  -4.65  1.29
H  5.32  -3.26  2.17
O  5.74  -3.98  1.75
H  0.56  0.39  -0.63
H  0.99  -1.14  -0.81
O  1.26  -0.27  -0.38
H  1.87  -2.14  1.10
H  2.74  -1.18  1.44
O  2.79  -2.08  1.31

Atomic partial charges in e from the Mulliken method, atoms 1 to 2: C -0.943; C -0.490


# 5
DFT (ωB97M-V/def2-TZVPD) results for a structure of composition C42H32F5GdP2.

For the LUMO energy (alpha / beta), the calculation gives -8.71 / -6.23 eV. As for the net charge: +2. As for the gap between HOMO and LUMO (alpha / beta): 5.5 / 8.0 eV. The multiplicity is 8. For the HOMO energy (alpha / beta), the calculation gives -14.2211 / -14.2568 eV. The largest force on an atom comes out at 2.234 eV/Å.

Geometry (Å):
C  2.42  -0.23  -1.56
C  1.79  0.94  -1.13
C  2.52  1.88  -0.38
C  3.89  1.73  -0.21
C  4.54  0.65  -0.80
C  3.81  -0.33  -1.48
P  -0.02  1.12  -1.34
C  -0.24  2.95  -1.34
C  -0.77  3.58  -0.20
C  -0.88  4.97  -0.20
C  -0.46  5.73  -1.29
C  0.05  5.09  -2.43
C  0.15  3.69  -2.46
Gd  -1.45  0.50  0.90
P  0.39  -1.45  1.45
C  1.77  -0.67  2.33
C  3.02  -1.30  2.35
C  4.14  -0.60  2.81
C  3.97  0.65  3.41
C  2.71  1.25  3.44
C  1.61  0.61  2.89
C  -0.82  -1.94  2.74
C  -2.09  -2.37  2.29
C  -3.11  -2.52  3.23
C  -2.86  -2.34  4.58
C  -1.58  -1.97  5.03
C  -0.56  -1.75  4.11
C  0.84  -2.98  0.63
C  0.41  -3.16  -0.71
C  0.68  -4.37  -1.35
C  1.34  -5.40  -0.67
C  1.70  -5.24  0.67
C  1.43  -4.04  1.34
C  -0.34  0.48  -3.01
C  0.65  0.50  -4.02
C  0.34  0.02  -5.30
C  -0.93  -0.47  -5.58
C  -1.91  -0.50  -4.58
C  -1.62  -0.03  -3.30
H  -2.24  -2.59  1.23
H  -4.12  -2.79  2.90
H  -3.66  -2.51  5.30
H  -1.39  -1.86  6.09
H  0.43  -1.42  4.42
H  3.08  -2.32  2.00
H  5.13  -1.04  2.73
H  4.82  1.16  3.86
H  2.58  2.23  3.91
H  0.62  1.09  2.91
H  -0.13  -2.35  -1.21
H  0.38  -4.49  -2.40
H  1.54  -6.34  -1.20
H  2.20  -6.05  1.21
H  1.68  -3.92  2.39
H  1.65  0.87  -3.81
H  1.12  0.03  -6.07
H  -1.19  -0.82  -6.59
H  -2.92  -0.88  -4.77
H  -2.38  -0.05  -2.51
H  -1.09  3.01  0.69
H  -1.28  5.45  0.69
H  -0.53  6.82  -1.26
H  0.37  5.67  -3.28
H  0.53  3.19  -3.35
H  2.00  2.74  0.04
H  4.46  2.48  0.35
H  5.63  0.57  -0.71
H  4.31  -1.19  -1.95
H  1.84  -1.03  -2.03
H  4.30  -1.86  0.52
H  4.01  -2.49  0.20
F  -3.38  2.57  -2.20
C  -4.08  2.08  -1.13
C  -3.46  1.34  -0.14
C  -4.31  0.88  0.86
F  -3.65  0.21  1.94
C  -5.68  1.06  0.93
F  -6.39  0.52  1.94
C  -6.26  1.82  -0.09
F  -7.58  2.07  -0.09
C  -5.45  2.35  -1.10
F  -6.01  3.13  -2.06

Atomic partial charges in e from the Mulliken method, atoms 1 to 2: C -0.217; C 0.801


# 6
DFT (ωB97M-V/def2-TZVPD) results for a structure of composition C2H8N4O.

For the LUMO energy (alpha / beta), the calculation gives 0.70 / 0.74 eV. As for the gap between HOMO and LUMO (alpha / beta): 7.2 / 6.9 eV. For the HOMO energy (alpha / beta), the calculation gives -6.4925 / -6.1434 eV. The largest force on an atom comes out at 1.502 eV/Å.

Geometry (Å):
C  -1.23  1.47  -0.47
N  -1.32  0.02  1.02
C  0.89  -0.26  0.02
N  0.93  -1.61  -0.35
N  2.08  0.44  -0.25
O  -1.37  -1.44  1.13
N  -0.11  0.39  0.52
H  -2.16  -1.57  1.65
H  0.12  -2.12  -0.03
H  1.79  -2.05  -0.06
H  2.42  0.31  -1.20
H  2.03  1.42  -0.02
H  -1.89  0.87  -1.08
H  -0.44  1.94  -1.05
H  -1.74  2.18  0.17

Atomic partial charges in e from the Mulliken method, atoms 1 to 2: C -0.523; N -0.739


# 7
DFT (ωB97M-V/def2-TZVPD) results for a structure of composition C20H17BrMn.

For the LUMO energy (alpha / beta), the calculation gives 5.17 / 5.11 eV. As for the net charge: -2. As for the gap between HOMO and LUMO (alpha / beta): 3.8 / 5.0 eV. The multiplicity is 6. For the HOMO energy (alpha / beta), the calculation gives 1.3700 / 0.1568 eV. The largest force on an atom comes out at 2.379 eV/Å.

Geometry (Å):
C  -1.69  -1.11  -2.25
C  -2.16  -2.24  -1.50
C  -3.02  -1.75  -0.39
H  -1.80  -3.25  -1.69
C  -3.02  -0.28  -0.52
C  -2.23  0.10  -1.67
H  -2.15  1.05  -2.17
H  -1.21  -1.12  -3.21
H  -3.17  -2.32  0.56
H  -3.43  0.46  0.15
Mn  -1.07  -1.06  -0.05
Br  0.45  -1.53  1.85
C  2.96  1.88  0.30
C  1.93  2.51  -0.50
C  1.38  1.51  -1.38
H  1.47  3.48  -0.29
C  2.30  0.39  -1.36
C  3.26  0.64  -0.29
H  3.96  -0.08  0.10
H  3.35  2.23  1.27
H  0.43  1.46  -1.95
H  2.09  -0.52  -1.87
C  2.19  2.08  5.75
C  2.75  1.26  4.74
C  1.94  0.48  3.92
C  0.54  0.60  4.00
C  -0.37  -0.08  3.15
C  -1.73  -0.02  3.30
C  -2.29  0.83  4.32
C  -1.44  1.55  5.14
C  -0.04  1.45  5.03
C  0.82  2.14  5.92
H  2.82  2.66  6.43
H  3.83  1.24  4.64
H  2.33  -0.24  3.20
H  -2.35  -0.63  2.64
H  -3.36  0.92  4.48
H  -1.82  2.21  5.92
H  0.36  2.69  6.74

Atomic partial charges in e from the Mulliken method, atoms 1 to 2: C -0.376; C -0.665


# 8
DFT (ωB97M-V/def2-TZVPD) results for a cluster of 3 separate species, C2H10NO3 in total.

For the LUMO energy, the calculation gives 4.19 eV. As for the net charge: -1. As for the gap between HOMO and LUMO: 7.9 eV. For the HOMO energy, the calculation gives -3.6594 eV. The largest force on an atom comes out at 3.984 eV/Å.

Geometry (Å):
C  -1.04  -1.63  1.43
N  0.20  -1.14  0.58
C  -0.22  -0.50  -0.73
O  0.17  0.77  -0.83
H  -1.42  -2.54  0.91
H  -1.66  -0.80  1.57
H  -0.71  -1.98  2.37
H  0.79  -0.36  1.18
H  -1.22  -0.72  -1.02
H  0.41  -1.02  -1.47
H  3.05  1.24  -0.28
H  1.64  0.49  -0.17
O  2.57  0.53  0.18
H  -0.80  2.03  -0.69
H  -0.68  2.73  -1.91
O  -1.08  2.90  -1.12

Atomic partial charges in e from the Mulliken method, atoms 1 to 2: C -0.849; N -0.479


# 9
DFT (ωB97M-V/def2-TZVPD) results for a structure of composition C33H42P2ReS6Si2Te.

For the LUMO energy (alpha / beta), the calculation gives -0.70 / -1.23 eV. As for the gap between HOMO and LUMO (alpha / beta): 6.3 / 5.8 eV. The multiplicity is 4. For the HOMO energy (alpha / beta), the calculation gives -6.9595 / -7.0170 eV. The largest force on an atom comes out at 1.239 eV/Å.

Geometry (Å):
Re  1.93  1.34  0.49
S  0.89  0.39  2.59
P  -0.77  1.04  1.60
C  -0.12  1.39  0.03
P  -0.99  2.51  -1.05
S  -0.01  4.14  -1.55
C  -2.66  2.95  -0.44
C  -3.73  2.07  -0.52
C  -5.00  2.50  -0.15
C  -5.21  3.80  0.28
C  -4.14  4.67  0.37
C  -2.87  4.26  0.01
C  -1.41  1.54  -2.53
C  -2.07  2.21  -3.57
C  -2.38  1.53  -4.74
C  -2.03  0.19  -4.88
C  -1.38  -0.47  -3.85
C  -1.07  0.21  -2.67
C  -2.00  -0.29  1.69
C  -2.40  -0.77  2.93
C  -3.33  -1.80  3.00
C  -3.85  -2.35  1.84
C  -3.42  -1.90  0.60
C  -2.49  -0.87  0.53
C  -1.47  2.41  2.55
C  -2.81  2.46  2.92
C  -3.28  3.57  3.60
C  -2.44  4.63  3.90
C  -1.10  4.58  3.53
C  -0.62  3.47  2.85
H  -3.59  1.06  -0.87
H  -5.84  1.81  -0.23
H  -6.21  4.13  0.53
H  -4.29  5.69  0.71
H  -2.03  4.94  0.05
H  -2.32  3.25  -3.45
H  -2.88  2.05  -5.54
H  -2.27  -0.34  -5.79
H  -1.11  -1.51  -3.95
H  -0.55  -0.30  -1.87
H  -1.99  -0.35  3.84
H  -3.64  -2.18  3.97
H  -4.59  -3.14  1.90
H  -3.80  -2.35  -0.31
H  -2.13  -0.52  -0.43
H  -3.47  1.65  2.67
H  -4.33  3.61  3.89
H  -2.82  5.50  4.42
H  -0.44  5.40  3.76
H  0.42  3.42  2.55
S  3.95  1.68  1.69
S  5.53  1.61  0.43
S  4.80  2.31  -1.45
S  2.79  2.62  -1.26
C  4.55  -4.10  3.46
Si  3.22  -3.57  2.23
C  3.30  -4.63  0.66
C  1.48  -3.60  2.97
C  3.54  -1.76  1.75
Te  2.25  -1.23  0.13
C  3.78  -1.49  -1.36
Si  3.04  -1.82  -3.09
C  2.35  -0.22  -3.78
C  1.69  -3.13  -2.94
C  4.43  -2.52  -4.16
H  4.41  -5.13  3.78
H  4.53  -3.47  4.35
H  5.54  -4.01  3.02
H  3.03  -5.67  0.85
H  4.31  -4.62  0.24
H  2.61  -4.24  -0.09
H  1.08  -4.61  3.09
H  0.79  -3.04  2.32
H  1.47  -3.12  3.95
H  4.56  -1.56  1.42
H  3.30  -1.09  2.58
H  4.35  -2.35  -1.01
H  4.42  -0.61  -1.33
H  1.72  0.26  -3.04
H  1.74  -0.38  -4.68
H  3.14  0.48  -4.04
H  0.86  -2.79  -2.31
H  2.08  -4.05  -2.51
H  1.28  -3.38  -3.93
H  5.27  -1.83  -4.23
H  4.07  -2.72  -5.17
H  4.80  -3.46  -3.74

Atomic partial charges in e from the Mulliken method, atoms 1 to 2: Re -0.735; S -0.423